[1]
C47H54As2N2O8P2Zr | ωB97M-V/def2-TZVPD

frontier orbital gap = 6.33 eV
charge = +4
energy above the lowest of the compared OMol25 structures with the same formula, charge and spin = 56.55 kJ/mol

Structure (XYZ):
```
116
C47H54As2N2O8P2Zr ωB97M-V/def2-TZVPD
Zr 0.34308 -0.16063 -0.30365
C -3.07237 -1.76964 1.54501
C -2.28980 -1.07740 2.65359
P -0.60184 -0.48182 2.28525
C 0.61922 -1.77391 2.58554
C 0.45075 -2.87581 3.41788
C 1.50623 -3.75551 3.61961
C 2.72401 -3.55562 2.97653
C 2.89690 -2.47440 2.12294
C 1.84757 -1.58641 1.93904
C -0.31806 0.76089 3.57062
C -1.04202 1.95469 3.53852
C -0.86563 2.90146 4.53495
C 0.03090 2.66314 5.56954
C 0.73791 1.46850 5.61506
C 0.56535 0.51499 4.61978
C -2.31877 -2.93371 0.89580
P -1.28180 -2.39238 -0.50333
C -2.13209 -2.95893 -1.99392
C -2.59959 -2.10818 -2.99103
C -3.28821 -2.62908 -4.07903
C -3.50222 -3.99586 -4.17670
C -3.02658 -4.84983 -3.18805
C -2.34479 -4.33658 -2.09898
C 0.27660 -3.30933 -0.49030
C 0.55276 -4.46175 0.23822
C 1.77871 -5.09073 0.08839
C 2.75489 -4.55679 -0.75501
C 2.50004 -3.39057 -1.45338
C 1.25736 -2.77563 -1.33106
H -3.38040 -1.04373 0.78377
H -3.99632 -2.14669 1.98401
H -2.19788 -1.72879 3.52672
H -2.82682 -0.19123 3.00283
H -0.48248 -3.03768 3.94121
H 1.38299 -4.59329 4.29318
H 3.54321 -4.24012 3.15218
H 3.84808 -2.31025 1.63459
H 2.07283 -0.67010 1.37626
H -1.77494 2.13735 2.76290
H -1.44292 3.81612 4.52000
H 0.16212 3.39926 6.35083
H 1.41487 1.26906 6.43424
H 1.11787 -0.41465 4.67772
H -3.02112 -3.65609 0.47769
H -1.70583 -3.46110 1.62860
H -2.42604 -1.04341 -2.93525
H -3.66346 -1.96886 -4.84928
H -4.04040 -4.39917 -5.02359
H -3.18977 -5.91587 -3.26598
H -1.97857 -5.01556 -1.33751
H -0.19240 -4.89602 0.89189
H 1.97565 -6.01249 0.62015
H 3.70029 -5.06832 -0.87559
H 3.24527 -2.98987 -2.12787
H 1.02317 -1.96318 -2.01731
N 2.39186 0.03286 -1.05351
C 3.46843 0.11266 -1.51513
N 4.63589 0.20236 -2.01217
C 4.95890 -0.34865 -3.37719
C 6.42242 -0.78148 -3.39771
C 6.81394 -1.40921 -2.06354
C 6.77791 -0.36872 -0.92975
C 5.79058 0.75752 -1.23482
H 4.74746 0.42642 -4.11374
H 4.29499 -1.19501 -3.55356
H 7.06621 0.07045 -3.62186
H 6.54741 -1.48640 -4.21894
H 7.80616 -1.84938 -2.13130
H 6.12764 -2.23190 -1.84025
H 7.75924 0.08778 -0.79702
H 6.52290 -0.84698 0.01649
H 6.23250 1.52521 -1.86828
H 5.40766 1.24178 -0.33847
C -4.85998 6.00309 -0.57389
O -4.60701 4.89795 0.36351
C -3.66117 4.04775 0.31027
O -3.79789 2.96319 0.95014
C -2.36837 3.99412 -0.42914
C -1.55267 4.90926 -0.95318
As 0.01900 4.60385 -2.16251
C 1.21500 5.96199 -1.45684
C 0.38938 3.00656 -1.03788
C -0.19986 1.84449 -1.32841
As -2.20524 2.07310 0.04422
C -3.34289 1.27861 -1.33237
C -0.42073 1.17747 -2.61708
O -0.25884 -0.07045 -2.44616
O -0.71039 1.73448 -3.72339
C -0.87507 0.94600 -4.96179
C 0.89337 3.08947 0.37982
O 1.00330 4.06833 1.04006
O 1.27939 1.83410 0.85295
C 2.20995 1.92530 1.99242
C -1.80962 6.40364 -1.03432
O -1.90851 6.86204 -2.13668
O -1.87938 7.12951 0.06309
C -1.61599 6.56983 1.36810
H -4.47171 6.91640 -0.13572
H -5.94156 6.04363 -0.64932
H -4.41619 5.78537 -1.53842
H 0.92712 6.89264 -1.94890
H 2.22526 5.71010 -1.77814
H 1.18052 6.07028 -0.37816
H -3.31007 1.83141 -2.27072
H -4.35906 1.30694 -0.93560
H -3.06932 0.23681 -1.49340
H -0.15131 1.34326 -5.66596
H -1.88590 1.14206 -5.30563
H -0.71036 -0.10705 -4.76105
H 2.17226 0.98611 2.52110
H 1.89573 2.72844 2.65183
H 3.19998 2.11633 1.58356
H -2.53304 6.14356 1.77864
H -1.30062 7.40570 1.98450
H -0.82618 5.82234 1.32164
```

=====

[2]
C47H54BaClF6N3O4P2S2Sb2 | ωB97M-V/def2-TZVPD

frontier orbital gap = 7.34 eV
energy above the lowest of the compared OMol25 structures with the same formula, charge and spin = 0.00 kJ/mol

Structure (XYZ):
```
122
C47H54BaClF6N3O4P2S2Sb2 ωB97M-V/def2-TZVPD
Ba -1.66070 -2.06780 -0.20790
C -0.99041 0.56580 3.93150
C 0.49382 0.28813 3.70747
C 0.73386 -0.56689 2.46056
Sb 2.72730 -1.30881 2.12554
C 3.02077 -1.88453 4.14574
C 2.50315 -3.11985 4.53582
C 2.62227 -3.55948 5.84780
C 3.27560 -2.77091 6.78416
C 3.80031 -1.54294 6.40676
C 3.67189 -1.10037 5.09557
C 3.76655 0.53653 2.16760
C 5.15507 0.50416 2.32136
C 5.90624 1.67059 2.27410
C 5.28023 2.89033 2.05247
C 3.90458 2.93749 1.88377
C 3.15405 1.76856 1.94160
Sb -1.89950 1.33531 2.13775
C -3.49713 2.33130 3.10177
C -4.00799 3.50162 2.54192
C -5.04697 4.18717 3.15510
C -5.59483 3.70346 4.33608
C -5.10502 2.53297 4.89535
C -4.06271 1.85056 4.27868
C -0.63134 3.06863 2.08193
C 0.11658 3.29416 0.92875
C 0.98495 4.37791 0.82504
C 1.10654 5.26027 1.88698
C 0.35935 5.05772 3.04355
C -0.50082 3.97382 3.13665
H -1.14901 1.28731 4.73494
H -1.51992 -0.35642 4.18972
H 0.91467 -0.21330 4.58296
H 1.01520 1.24351 3.61120
H 0.45402 -0.02759 1.54808
H 0.10914 -1.46617 2.50298
H 1.99665 -3.75343 3.81417
H 2.21020 -4.51822 6.13545
H 3.37707 -3.11385 7.80577
H 4.30662 -0.92283 7.13572
H 4.07531 -0.13295 4.82157
H 5.66478 -0.43963 2.48697
H 6.97970 1.62648 2.40667
H 5.86480 3.80031 2.00780
H 3.40362 3.88180 1.70933
H 2.07954 1.84190 1.80833
H -3.58974 3.89590 1.62168
H -5.42895 5.09785 2.71158
H -6.40445 4.23716 4.81730
H -5.53179 2.14760 5.81259
H -3.70146 0.93172 4.72522
H 0.01614 2.61501 0.08896
H 1.55777 4.53297 -0.08137
H 1.77431 6.10964 1.81507
H 0.44744 5.75020 3.87127
H -1.07997 3.83503 4.04368
F -3.47753 -4.59866 3.03656
C -3.59431 -4.84067 1.73915
F -4.52581 -4.08838 1.20224
F -3.88890 -6.11923 1.55330
S -1.90637 -4.53246 0.98242
O -1.39259 -3.30385 1.59787
O -1.18779 -5.74957 1.17968
N -2.32514 -4.23559 -0.56920
S -1.01052 -4.14456 -1.50766
O -1.21123 -3.07896 -2.46247
O 0.18262 -4.09646 -0.70328
C -1.00656 -5.69861 -2.54296
F -0.12236 -5.52624 -3.51244
F -0.67150 -6.72931 -1.79232
F -2.20967 -5.87827 -3.05793
C 2.39642 -2.70255 -2.48827
P 1.35276 -1.28110 -1.98034
C 0.53881 -0.97429 -3.65561
N 1.11193 -1.56806 -4.66335
C 0.50506 -1.53673 -5.88017
C 1.11115 -2.19371 -6.97977
C 0.47663 -2.21252 -8.18465
C -0.78157 -1.57222 -8.34771
C -1.36867 -0.91980 -7.30576
C -0.72083 -0.89182 -6.04478
N -1.30042 -0.23721 -5.00290
C -0.71237 -0.25534 -3.84060
P -1.49107 0.70827 -2.43285
C -0.78637 2.33373 -2.94347
C -3.29193 0.94499 -2.88979
C -3.89805 1.69159 -1.68970
C -3.93911 -0.43944 -3.01072
C -3.55560 1.77301 -4.14942
C 2.64887 0.08565 -1.85094
C 2.98297 0.73060 -3.19295
C 2.09146 1.13390 -0.88691
C 3.92635 -0.48382 -1.22424
H 3.10257 -2.41536 -3.26465
H 1.77735 -3.50303 -2.88872
H 2.91926 -3.07890 -1.60989
H 2.07057 -2.66977 -6.82601
H 0.92981 -2.71675 -9.02778
H -1.27300 -1.60629 -9.31099
H -2.31955 -0.41353 -7.40532
H -0.93776 2.48747 -4.01171
H 0.27905 2.39111 -2.73272
H -1.27598 3.13790 -2.39189
H -3.91227 1.08258 -0.78534
H -4.92808 1.96738 -1.93090
H -3.35794 2.61845 -1.47451
H -3.90643 -0.98663 -2.06562
H -3.47397 -1.03271 -3.79909
H -4.99781 -0.31927 -3.25356
H -3.28799 2.82003 -3.99799
H -4.62932 1.74100 -4.35531
H -3.02974 1.39764 -5.02312
H 2.12438 1.24530 -3.62843
H 3.32967 -0.00401 -3.92208
H 3.77766 1.46874 -3.04837
H 1.13682 1.52898 -1.22652
H 2.79027 1.96798 -0.77227
H 1.92468 0.70604 0.10461
H 4.49217 -1.09699 -1.92434
H 3.72280 -1.08564 -0.33487
H 4.56292 0.34917 -0.91338
Cl -3.98634 -1.09813 0.77156
```